No. 1
Formula: C41H48N6O2S2Sc
Source: OMol25
Level of theory: ωB97M-V/def2-TZVPD

Each line ends with the Löwdin charge.
Geometry (Å):
Sc -0.576 0.867 0.084  1.049
S -3.597 4.002 -2.166  1.140
S 2.621 3.050 -2.953  1.138
O -3.035 2.218 3.360  0.050
O 1.204 1.223 1.549  -0.053
N -1.958 1.014 1.721  -0.062
N -0.505 3.194 1.094  0.072
N -2.400 -0.660 -0.270  0.050
N -1.928 2.303 -1.294  0.020
N 0.522 -0.852 -0.488  -0.034
N 0.866 2.139 -1.367  0.005
C 3.030 1.791 2.933  0.018
C -4.049 -1.955 0.876  -0.001
C 0.229 5.430 1.528  -0.033
C 1.068 -1.190 -4.669  -0.019
C -0.744 0.542 -5.002  -0.029
C 0.098 -4.195 2.266  -0.113
C -3.113 -0.928 0.828  -0.285
C 1.021 3.611 -3.138  -0.317
C 0.142 -0.306 -4.125  -0.261
C -1.482 4.465 2.872  0.018
C -2.204 2.112 2.463  -0.517
C -3.206 2.602 -1.266  -0.586
C 0.223 3.018 -2.216  -0.361
C 0.733 1.222 3.893  0.020
C -3.535 -2.442 -1.397  -0.035
C -2.615 -1.418 -1.360  -0.100
C 1.605 1.397 2.691  -0.441
C 2.743 -3.004 1.815  -0.276
C 2.140 2.050 -1.648  -0.589
C 1.960 -2.761 3.107  -0.109
C 1.869 -1.952 -3.826  -0.260
C -4.269 -2.723 -0.249  -0.033
C 0.864 -4.429 0.962  -0.274
C -1.357 3.310 2.114  -0.187
C 2.902 -2.892 -4.388  -0.043
C 2.370 -4.373 1.235  -0.107
C 0.775 -1.004 -1.843  -0.301
C -4.289 1.862 -0.557  -0.043
C 0.041 -0.214 -2.747  -0.077
C 0.899 -1.944 0.436  -0.415
C 0.483 -3.350 -0.060  -0.067
C -2.865 -0.075 2.036  -0.170
C -1.962 4.203 -2.606  -0.311
C 1.727 -1.851 -2.444  -0.021
C 3.131 1.140 -1.013  -0.048
C 2.394 -1.910 0.803  -0.077
C -0.677 5.549 2.572  -0.030
C 0.112 -1.755 1.749  -0.103
C -1.219 3.209 -2.061  -0.337
C 0.278 4.243 0.822  -0.105
C 0.461 -2.812 2.802  -0.271
H 0.346 -4.959 3.008  0.124
H -0.581 1.607 -4.820  0.067
H 0.505 2.215 4.292  0.110
H 2.215 -3.517 3.855  0.125
H 1.164 -1.286 -5.744  0.113
H 3.486 2.196 2.032  0.087
H -0.748 6.466 3.142  0.117
H 4.139 1.543 -1.103  0.088
H -3.814 0.318 2.413  0.129
H -1.800 0.338 -4.809  0.082
H -0.198 0.723 3.640  0.075
H 0.310 -0.767 2.166  0.078
H -1.629 5.024 -3.218  0.088
H 0.928 -3.588 -1.023  0.106
H -2.204 4.475 3.676  0.126
H 2.792 -3.892 -3.967  0.082
H 0.608 -5.412 0.557  0.142
H -5.235 2.391 -0.659  0.084
H -4.594 -2.132 1.794  0.128
H -0.603 -3.342 -0.206  0.124
H -2.475 -0.708 2.845  0.136
H 3.028 -2.009 -0.079  0.110
H -2.008 -1.202 -2.227  0.100
H 2.655 -5.166 1.933  0.123
H 2.876 0.981 0.030  0.047
H 3.816 -2.974 2.023  0.141
H -0.978 -4.257 2.078  0.120
H 1.266 0.683 4.677  0.104
H 3.104 2.503 3.754  0.098
H 0.888 6.243 1.261  0.112
H 2.821 -2.969 -5.471  0.076
H 0.744 4.312 -3.908  0.089
H 2.377 -2.467 -1.842  0.097
H -4.995 -3.524 -0.237  0.117
H 3.911 -2.548 -4.151  0.083
H -0.953 -1.826 1.525  0.097
H 3.582 0.896 3.234  0.104
H -3.663 -3.015 -2.304  0.115
H -4.053 1.770 0.502  0.075
H 2.924 -4.547 0.307  0.123
H 2.610 -0.928 1.232  0.103
H -4.406 0.862 -0.975  0.086
H -0.113 -2.607 3.711  0.142
H 2.230 -1.785 3.530  0.110
H 0.979 4.124 0.006  0.106
H 3.097 0.173 -1.519  0.083
H -0.554 0.348 -6.056  0.079
H -0.720 0.466 -2.366  0.068

## Properties
Relative energy (zero: lowest compared OMol25 entry of this formula, charge and spin) = 0.0 kJ/mol
Total charge = +1
Spin multiplicity = 1
Kohn-Sham gap = 6.94 eV

No. 2
Formula: C41H49HgN3O2
Source: OMol25
Level of theory: ωB97M-V/def2-TZVPD

Each line ends with the Löwdin charge.
Geometry (Å):
Hg 0.010 -2.456 -0.601  0.609
O 0.205 -5.405 1.994  0.080
O 2.262 -6.191 2.314  0.090
N 0.787 -2.983 2.761  -0.033
N -1.438 -0.085 -1.324  0.052
N 0.653 0.359 0.557  0.109
C 1.516 4.928 0.007  -0.079
C -3.906 -1.522 0.137  -0.073
C 0.163 -2.007 -4.423  -0.088
C -4.103 0.980 -0.116  -0.059
C -1.342 -0.016 2.885  -0.058
C 1.944 -3.795 2.385  -0.268
C 1.534 0.572 1.613  -0.197
C -0.207 3.315 -1.342  -0.089
C 0.753 5.472 -0.995  -0.041
C 3.743 0.369 2.577  -0.060
C 2.906 0.290 1.466  -0.143
C 3.024 -3.611 3.471  -0.108
C -1.917 4.139 -3.287  -0.080
C -0.289 -0.630 -3.922  -0.389
C 0.145 0.459 -4.906  -0.057
C -0.814 1.068 -1.229  -0.223
C -1.785 -0.614 -3.669  -0.153
C 3.266 0.698 3.832  -0.116
C -4.519 -0.817 -3.231  -0.058
C -2.652 -0.916 -4.711  -0.058
C 3.186 0.531 -1.115  -0.056
C -3.692 -0.515 -2.156  -0.147
C 0.579 2.740 -0.314  -0.100
C -2.305 -0.365 -2.379  -0.210
C -0.988 2.460 2.569  -0.049
C -0.163 4.653 -1.709  -0.169
C 0.812 -2.965 4.227  -0.185
C -1.056 5.056 -2.741  -0.043
C 1.033 0.904 2.900  -0.141
C -4.332 -0.376 -0.786  -0.372
C -0.434 1.178 3.202  -0.353
C 2.294 -2.890 4.623  -0.145
C -4.019 -1.000 -4.511  -0.100
C 3.540 -0.209 0.176  -0.357
C -1.073 2.350 -1.920  -0.079
C 0.208 1.303 -0.236  -0.233
C 1.912 0.955 3.978  -0.064
C -1.952 2.777 -2.884  -0.013
C 1.439 3.558 0.372  -0.022
C 1.506 -5.257 2.240  -0.506
C 3.277 -1.710 0.013  -0.097
H 2.053 3.183 1.181  0.108
H -1.110 -0.861 3.539  0.055
H 2.202 5.567 0.550  0.095
H -5.587 -0.903 -3.058  0.102
H -2.660 2.101 -3.345  0.107
H -3.073 1.080 0.212  0.054
H -0.169 -4.495 2.017  0.077
H 0.885 -2.041 2.394  0.078
H -1.260 2.310 1.527  0.063
H 2.608 -1.846 4.684  0.083
H 4.798 0.146 2.448  0.107
H 3.854 -3.016 3.093  0.097
H 2.175 0.297 -1.449  0.059
H -1.057 6.084 -3.083  0.100
H 2.207 -1.888 -0.124  -0.107
H 3.803 -2.106 -0.859  0.085
H -0.218 -2.205 -5.428  0.069
H -4.421 -1.453 1.099  0.073
H -4.685 -1.219 -5.336  0.090
H -4.140 -2.490 -0.312  0.078
H -2.832 -1.476 0.317  0.023
H -1.888 2.772 3.106  0.078
H -2.601 4.463 -4.063  0.095
H -0.365 0.340 -5.866  0.072
H -0.196 -2.797 -3.762  0.043
H -2.249 -1.097 -5.702  0.104
H 1.221 0.404 -5.085  0.075
H 0.216 -0.446 -2.973  0.088
H 0.370 -3.898 4.592  0.118
H 3.264 1.611 -0.994  0.077
H -0.087 1.453 -4.519  0.066
H -0.473 1.339 4.284  0.116
H 0.840 6.525 -1.238  0.101
H 1.520 1.204 4.959  0.105
H 2.294 -3.504 1.392  0.098
H 3.880 0.224 -1.902  0.077
H 1.254 -2.060 -4.457  0.074
H 4.618 -0.083 0.317  0.120
H 2.479 -3.362 5.588  0.102
H 3.933 0.740 4.685  0.094
H -5.410 -0.469 -0.952  0.117
H -4.753 1.077 0.758  0.074
H -0.263 3.276 2.616  0.076
H -1.214 -0.328 1.849  0.050
H 3.609 -2.261 0.897  0.058
H -2.391 0.251 3.037  0.077
H 0.215 -2.140 4.612  0.098
H 3.418 -4.583 3.765  0.104
H -4.327 1.799 -0.802  0.078

## Properties
Total charge = -1
Spin multiplicity = 2
Kohn-Sham gap (alpha / beta) = 5.40 / 7.38 eV

No. 3
Formula: C41H49MnN6O6SSeSi
Source: OMol25
Level of theory: ωB97M-V/def2-TZVPD

Each line ends with the Löwdin charge.
Geometry (Å):
Se -0.357 4.347 1.000  1.160
Mn -0.514 -0.609 -0.364  0.876
S -0.949 -3.624 0.427  0.381
Si 3.397 1.093 2.194  0.408
O -2.301 -3.289 0.842  -0.294
O -0.148 -2.197 0.374  -0.431
O -4.359 -1.084 0.697  0.075
O -0.184 -4.356 1.406  -0.297
O 0.725 -2.136 -3.963  0.067
O -0.871 -4.125 -0.936  -0.300
N -2.185 -0.279 0.660  0.041
N -1.085 1.366 -1.296  0.102
N -0.825 4.928 -0.612  -0.220
N 0.753 -0.947 -1.972  0.061
N -1.752 -1.402 -1.601  0.025
N -0.546 2.647 0.612  -0.177
C 4.325 -1.809 -1.313  -0.049
C -2.975 -1.617 -1.143  -0.162
C -0.909 2.580 -0.642  -0.460
C 4.412 -0.436 2.530  -0.172
C -1.741 0.138 3.039  -0.118
C -3.211 1.651 1.817  -0.144
C 4.279 0.291 -2.411  -0.063
C 0.940 0.229 0.635  -0.117
C -1.087 -1.216 3.200  -0.367
C -2.091 -2.179 3.843  -0.046
C 4.376 2.298 1.148  -0.179
C 2.943 -1.926 -1.435  -0.116
C 0.226 -1.197 3.976  -0.054
C -2.106 -2.703 -3.515  0.025
C -2.382 0.508 1.847  -0.137
C 2.718 -3.592 0.445  -0.058
C -1.574 3.853 -2.660  0.004
C -1.548 1.442 -2.504  -0.104
C -3.411 -2.917 -3.077  -0.012
C -1.278 -1.946 -2.719  -0.178
C 2.899 1.934 3.792  -0.180
C 2.202 -0.871 -1.997  -0.127
C 2.894 0.223 -2.551  -0.126
C -4.104 2.026 0.644  -0.358
C 2.293 1.401 -3.301  -0.349
C -2.554 2.156 4.093  -0.082
C 1.882 2.490 -2.310  -0.038
C -3.269 2.460 2.947  -0.065
C -1.820 0.986 4.139  -0.034
C -3.859 -2.384 -1.879  0.038
C 2.331 -3.235 -0.991  -0.367
C -1.832 2.654 -3.220  -0.024
C -1.083 3.848 -1.318  -0.434
C -5.565 1.669 0.953  -0.059
C 2.731 -4.356 -1.956  -0.046
C 5.002 -0.698 -1.771  -0.086
C 1.221 1.048 -4.326  -0.055
C 1.895 0.612 1.284  -0.152
C 0.192 -1.691 -2.955  -0.478
C -3.255 -0.980 0.194  -0.478
C -4.061 3.516 0.291  -0.070
H 5.225 2.698 1.711  0.026
H 2.098 -4.411 0.806  0.065
H 2.230 -5.281 -1.666  0.083
H 2.259 2.795 3.581  0.023
H -5.678 0.612 1.169  0.062
H -4.845 -2.569 -1.480  0.128
H 3.768 -3.896 0.511  0.070
H 1.332 3.298 -2.803  0.077
H 3.812 -4.527 -1.934  0.071
H 4.754 1.810 0.247  0.017
H -2.601 2.811 4.956  0.095
H 3.750 3.137 0.835  0.022
H 3.773 2.286 4.344  0.026
H -4.595 3.690 -0.646  0.083
H -2.213 2.565 -4.228  0.113
H -3.051 3.902 0.182  0.026
H -3.780 1.456 -0.230  0.116
H 0.990 1.925 -4.938  0.079
H 3.863 -1.133 3.168  0.032
H 2.557 -2.744 1.115  0.075
H 0.665 -2.196 3.953  0.087
H 4.628 -0.948 1.590  0.018
H 5.358 -0.191 3.019  0.028
H 4.795 1.151 -2.825  0.107
H -3.893 3.346 2.933  0.102
H -1.679 -3.190 3.844  0.080
H -1.706 0.509 -3.028  0.110
H -5.901 2.247 1.818  0.079
H -0.875 -1.605 2.213  0.074
H -6.205 1.930 0.105  0.078
H -4.075 -3.535 -3.669  0.111
H 1.253 -3.158 -1.034  0.075
H -1.736 4.791 -3.173  0.122
H 1.285 2.066 -1.507  0.049
H 2.768 2.920 -1.837  0.081
H -1.307 0.709 5.052  0.105
H 4.874 -2.622 -0.855  0.107
H 0.083 -0.917 5.025  0.068
H 2.441 -4.112 -2.979  0.074
H 2.332 1.256 4.434  0.021
H -4.556 4.115 1.058  0.074
H 0.935 -0.507 3.519  0.043
H -1.709 -3.141 -4.419  0.125
H -3.022 -2.200 3.275  0.079
H 1.560 0.241 -4.975  0.086
H 3.122 1.811 -3.887  0.120
H 6.076 -0.615 -1.660  0.098
H -2.312 -1.882 4.873  0.077
H 0.304 0.709 -3.857  0.034

## Properties
Relative energy (zero: lowest compared OMol25 entry of this formula, charge and spin) = 0.0 kJ/mol
Total charge = -1
Spin multiplicity = 4
Kohn-Sham gap (alpha / beta) = 6.32 / 6.44 eV

No. 4
Formula: C41H50GdN4O2P
Source: OMol25
Level of theory: ωB97M-V/def2-TZVPD

Each line ends with the Löwdin charge.
Geometry (Å):
Gd -0.305 0.841 1.260  1.786
P 0.028 -3.792 1.416  1.096
O -2.233 -0.406 0.660  -0.127
O -0.922 -1.144 2.285  -0.192
N 0.496 1.292 3.525  -0.120
N -0.025 0.910 -1.121  -0.039
N -1.129 2.819 0.645  -0.093
N 2.174 -0.127 1.069  -0.053
C -0.775 5.544 0.021  -0.108
C -0.252 -4.737 4.009  -0.105
C -1.869 -1.368 1.447  -0.582
C 1.027 -6.526 -2.069  -0.073
C -0.602 3.183 -0.556  -0.227
C 0.405 -4.606 -0.150  -0.346
C -0.076 2.095 -5.339  -0.564
C 0.458 -4.922 2.800  -0.345
C -3.911 -2.823 0.897  0.007
C -1.418 5.185 1.200  0.021
C 2.646 -1.339 1.748  -0.242
C 1.684 -5.129 -0.283  -0.151
C -0.362 7.831 1.062  -0.045
C 2.708 0.178 3.921  -0.157
C 3.095 -1.133 3.215  -0.160
C 1.476 -5.891 2.743  -0.094
C 1.989 -6.157 -1.177  -0.080
C 0.229 0.996 -6.380  -0.052
C -0.100 1.582 -3.938  -0.108
C -0.448 4.523 -0.905  0.078
C -1.765 -3.825 1.424  -0.335
C 0.095 -5.488 5.121  -0.096
C 0.258 -0.013 -2.123  -0.054
C -0.394 7.004 -0.233  -0.549
C -1.660 3.844 1.445  -0.033
C -0.574 -4.946 -1.163  -0.083
C -3.744 -5.169 1.067  -0.045
C 1.195 0.231 4.290  -0.209
C 0.880 7.118 -1.048  -0.046
C -1.598 7.529 -1.047  -0.030
C 1.819 -6.622 3.866  -0.075
C -2.556 -2.678 1.318  -0.135
C -0.306 2.180 -1.547  -0.199
C 1.076 -6.465 5.051  -0.079
C 0.914 3.262 -5.559  -0.027
C -1.488 2.618 -5.649  -0.036
C -0.211 -5.848 -2.104  -0.083
C -2.348 -5.110 1.290  -0.056
C -0.321 2.510 -2.920  0.061
C -4.521 -4.068 0.769  -0.046
C 0.257 0.269 -3.486  0.057
H 1.219 -7.310 -2.806  0.116
H 1.083 8.218 -1.267  0.123
H -4.380 -1.884 0.652  0.114
H 1.796 -2.047 1.739  0.026
H -1.806 3.400 -4.997  0.070
H 2.471 -4.776 0.381  0.097
H 0.805 6.639 -2.044  0.082
H -1.641 7.041 -2.052  0.103
H 3.288 0.255 4.846  0.123
H -0.490 3.549 -3.173  0.108
H 0.987 3.510 -6.631  0.103
H -2.555 7.384 -0.549  0.095
H -4.148 -6.177 1.068  0.116
H 2.181 -0.297 0.064  0.074
H -2.271 3.582 2.312  0.131
H 1.804 6.748 -0.650  0.083
H 0.780 -0.715 4.027  0.086
H 1.129 2.105 3.424  0.100
H -0.533 0.180 -6.346  0.104
H 2.927 1.064 3.325  0.092
H -0.350 -5.214 6.099  0.118
H -2.198 1.809 -5.515  0.094
H 0.036 8.832 0.795  0.110
H -0.861 -6.000 -2.958  0.111
H 4.161 -1.264 3.217  0.107
H 0.608 4.135 -4.973  0.076
H -1.357 7.986 1.458  0.079
H 0.429 -1.052 -1.831  0.125
H 0.057 4.675 -1.838  0.106
H 1.964 -6.124 1.781  0.086
H -0.339 1.596 4.041  0.106
H 2.667 -7.322 3.846  0.115
H 3.428 -1.868 1.192  0.122
H -1.547 -4.529 -1.112  0.090
H 0.989 0.423 5.355  0.133
H 2.955 -6.687 -1.130  0.125
H 2.741 -1.963 3.802  0.113
H 0.107 1.455 -7.377  0.096
H 1.257 0.615 -6.293  0.097
H 0.208 7.364 1.871  0.095
H -1.462 8.595 -1.269  0.103
H 1.317 -7.124 5.915  0.121
H -1.579 2.940 -6.715  0.117
H -1.754 -5.998 1.367  0.118
H -1.070 -3.970 4.019  0.118
H 2.760 0.680 1.197  0.079
H -1.632 5.981 1.912  0.125
H 0.446 -0.508 -4.191  0.113
H -5.569 -4.152 0.467  0.123
H 1.944 3.008 -5.220  0.103

## Properties
Total charge = +2
Spin multiplicity = 8
Kohn-Sham gap (alpha / beta) = 4.41 / 5.36 eV

| no. | DFT total energy (hartree) |
| --- | --- |
| 1 | -3627.363002 |
| 2 | -2060.031082 |
| 3 | -6611.987812 |
| 4 | -3068.429457 |